Density functional theory data (ωB97M-V/def2-TZVPD) for C34H31BrGeIN4O2Re as an isolated structure.

Geometry as XYZ:
```
75
Properties=species:S:1:pos:R:3:lowdin_spin:R:1
Re -1.137 2.087 0.528 0.73
I 2.094 2.227 -1.640 0.02
Br 4.046 -0.404 -0.305 0.00
Ge 0.071 -1.132 1.587 0.01
O 0.258 3.845 0.036 0.04
O -0.267 3.390 2.099 0.01
N -4.734 0.697 -2.482 0.00
N -1.766 1.515 -1.309 0.01
N -4.408 -0.207 -4.588 0.00
N -2.611 0.707 -3.497 0.00
C -1.142 -3.856 4.634 0.00
C 1.259 -4.052 -1.256 0.00
C -3.387 2.900 1.132 0.00
C -2.851 -3.863 2.948 0.00
C 4.187 0.022 3.678 0.00
C 3.910 -0.198 -2.177 0.00
C -4.439 2.469 0.276 0.06
C 0.865 -3.422 -0.081 0.00
C -2.354 -4.333 4.158 0.00
C -0.429 -2.914 3.900 0.00
C 3.177 0.834 -2.754 0.00
C 3.187 0.969 3.507 0.00
C 1.301 -3.336 -2.445 0.00
C 1.425 5.060 1.751 0.00
C -3.552 4.372 -0.618 0.04
C 3.971 -1.289 3.272 0.00
C 1.976 0.612 2.926 0.00
C 0.410 4.062 1.272 0.03
C -0.806 0.492 1.159 -0.01
C -2.133 -2.926 2.221 0.00
C -2.874 4.116 0.581 0.01
C 1.748 -0.700 2.511 0.00
C -4.522 3.364 -0.796 0.01
C 0.517 -2.072 -0.077 0.00
C 3.103 0.898 -4.145 0.00
C -3.896 0.425 -3.488 0.00
C 3.736 -0.043 -4.939 0.00
C 4.461 -1.070 -4.349 0.00
C 0.552 -1.369 -1.282 0.00
C -2.139 1.136 -2.335 0.00
C 4.547 -1.144 -2.971 0.00
C 2.759 -1.643 2.694 0.00
C 0.939 -1.996 -2.459 0.00
C -0.910 -2.437 2.684 0.00
H 2.612 -2.666 2.359 0.00
H -5.642 0.273 -2.442 0.00
H 4.953 -1.817 -4.959 0.00
H -3.362 5.197 -1.291 0.00
H 0.818 -3.995 0.840 0.00
H -2.913 -5.066 4.728 0.00
H -4.404 1.226 -1.671 0.00
H 1.207 5.364 2.772 0.00
H -3.266 2.588 2.162 0.00
H 3.354 1.994 3.816 0.00
H -2.530 -2.562 1.279 0.00
H 2.529 1.694 -4.600 0.00
H -3.757 -0.265 -5.353 0.00
H -5.208 3.307 -1.633 0.00
H 0.515 -2.544 4.286 0.00
H 5.135 0.304 4.120 0.00
H -5.067 1.604 0.456 0.00
H 1.532 -5.101 -1.243 0.00
H 2.406 4.581 1.724 0.00
H -3.800 -4.228 2.574 0.00
H -2.163 4.771 1.063 0.00
H 5.095 -1.945 -2.493 0.00
H 1.205 1.359 2.766 0.00
H 1.616 -3.824 -3.361 0.00
H 4.750 -2.032 3.396 0.00
H 0.273 -0.320 -1.280 0.00
H 1.452 5.921 1.086 0.00
H -5.358 0.006 -4.840 0.00
H -0.751 -4.215 5.578 0.00
H 3.659 0.026 -6.017 0.00
H 0.968 -1.433 -3.385 0.00
```

* total charge: -1
* HOMO energy (spin up / spin down): -2.22 / -3.07 eV
* energy relative to the best compared isomer or geometry (same formula, charge and spin): 107.1 kJ/mol
* LUMO level (spin up / spin down): 2.41 / 2.41 eV
* <S²>: 0.765
* multiplicity: 2
* calculated total energy: -182605.46909 eV

---

Density functional theory data (ωB97M-V/def2-TZVPD) for C34H31BrN6O8P2TeV as an isolated structure.

Geometry as XYZ:
```
84
Properties=species:S:1:pos:R:3:nbo_charge:R:1
Te 0.075 0.180 1.460 -0.03
Br -6.391 -3.131 0.760 0.04
V 2.186 -0.201 -0.290 1.24
P 3.848 1.087 -2.489 2.55
P 3.924 -1.768 -1.876 2.53
O 4.167 -1.111 -0.507 -1.16
O 3.894 1.893 -3.711 -1.11
O 5.281 1.086 -1.758 -1.01
O 5.349 -2.345 -2.343 -0.99
O 1.010 -0.464 -1.518 -0.73
O 3.661 -0.533 -2.896 -1.09
O 2.884 -2.807 -1.993 -1.12
O 2.773 1.381 -1.430 -1.14
N -4.118 -1.977 -4.822 -0.20
N -1.171 1.231 -1.597 -0.36
N 3.401 0.576 1.292 -0.52
N 1.840 -1.986 0.704 -0.54
N 3.518 -1.562 2.348 -0.56
N -2.932 -1.768 -5.161 -0.09
C -2.735 3.008 3.274 -0.23
C 5.676 1.340 2.705 -0.14
C -1.937 -1.171 -4.329 -0.01
C 5.149 0.080 2.848 -0.29
C 1.357 -4.440 1.922 -0.13
C -2.006 4.143 3.599 -0.04
C -3.258 0.747 -3.369 -0.18
C -5.884 -1.935 -3.175 -0.23
C -2.245 1.966 -1.584 0.05
C -0.789 1.926 2.320 -0.13
C 0.132 -0.553 -2.513 0.42
C -3.801 -2.856 -2.464 -0.23
C -4.558 -2.217 -3.448 0.15
C 1.435 3.111 2.397 -0.63
C 5.049 2.237 1.856 -0.28
C -2.669 5.331 4.261 -0.62
C 2.366 -3.625 2.359 -0.28
C -0.649 4.142 3.300 -0.23
C -2.122 -0.096 -3.395 -0.02
C -3.323 1.771 -2.476 -0.26
C 4.012 -0.275 2.120 0.44
C -0.669 -1.658 -4.493 -0.14
C -3.069 0.705 2.389 -0.65
C -2.157 1.898 2.651 -0.06
C -6.443 -2.208 -1.927 -0.23
C -0.036 3.058 2.674 -0.07
C 0.357 -1.390 -3.573 -0.32
C -1.086 0.219 -2.491 0.06
C 3.930 1.817 1.182 0.11
C -4.347 -3.146 -1.221 -0.23
C 2.565 -2.381 1.750 0.44
C -5.660 -2.794 -0.956 -0.09
C 0.570 -4.021 0.859 -0.29
C 0.856 -2.815 0.281 0.13
H 5.206 -3.005 -3.038 0.50
H 3.430 2.466 0.488 0.24
H -4.188 2.424 -2.442 0.21
H -3.839 0.960 1.649 0.21
H 0.286 -2.472 -0.564 0.24
H -2.264 2.771 -0.850 0.19
H 1.320 -1.874 -3.640 0.26
H 5.427 3.237 1.700 0.23
H -3.580 0.415 3.313 0.21
H -3.798 2.969 3.519 0.19
H -2.783 -3.151 -2.676 0.23
H 6.577 1.617 3.244 0.22
H -3.119 5.050 5.219 0.21
H 1.610 3.076 1.319 0.22
H 1.178 -5.394 2.407 0.21
H -0.508 -2.375 -5.295 0.22
H -1.947 6.129 4.447 0.21
H -6.480 -1.471 -3.955 0.22
H -0.043 5.006 3.570 0.19
H 1.887 4.024 2.796 0.20
H 5.324 0.334 -1.136 0.51
H 5.616 -0.653 3.497 0.21
H -0.248 -4.619 0.482 0.22
H 1.929 2.245 2.839 0.22
H -4.059 0.592 -4.074 0.21
H -3.751 -3.633 -0.460 0.23
H 2.999 -3.916 3.188 0.21
H -2.518 -0.154 2.017 0.24
H -7.477 -1.968 -1.720 0.22
H -3.468 5.735 3.631 0.21
H 4.069 -2.061 3.017 0.39
```

* total charge: -1
* HOMO energy (spin up / spin down): -4.10 / -4.13 eV
* energy relative to the best compared isomer or geometry (same formula, charge and spin): 0.0 kJ/mol
* LUMO level (spin up / spin down): 1.84 / 1.79 eV
* <S²>: 2.038
* multiplicity: 3
* calculated total energy: -182694.09556 eV

---

Density functional theory data (ωB97M-V/def2-TZVPD) for a 2-piece molecular cluster, C34H31N2O4 overall.

Geometry as XYZ:
```
71
Properties=species:S:1:pos:R:3:lowdin_charge:R:1
O 8.100 -0.481 -1.494 -0.06
O 1.985 0.550 -2.613 0.12
O 5.500 1.345 2.918 0.03
O 5.348 -0.231 4.449 0.05
N -2.922 0.764 3.771 -0.07
N 4.856 0.718 3.795 -0.33
C -0.706 1.599 3.851 -0.02
C 3.504 1.090 4.032 -0.17
C 4.677 0.347 -2.636 0.02
C 1.588 2.379 3.350 -0.03
C -0.262 -1.244 2.770 -0.05
C -1.087 1.553 -4.194 -0.03
C -1.139 -3.187 4.560 -0.06
C 8.953 0.047 -2.534 -0.04
C -1.664 0.443 -2.106 0.01
C 0.169 -2.560 2.624 -0.07
C -5.251 0.486 3.353 -0.15
C -3.433 2.119 3.721 -0.16
C -1.607 -1.876 4.681 -0.03
C 0.717 1.481 4.036 -0.21
C 2.695 0.318 4.893 0.02
C 1.328 0.512 4.898 -0.01
C 3.920 -0.174 -1.556 -0.14
C 0.260 1.363 -3.934 0.02
C -0.286 0.277 -1.780 -0.13
C 6.753 -0.357 -1.581 -0.23
C 4.624 -0.797 -0.502 0.01
C -4.945 1.986 3.478 -0.15
C -2.047 1.085 -3.279 -0.05
C 6.063 0.266 -2.652 0.02
C -0.264 -3.538 3.526 -0.07
C 0.627 0.747 -2.747 -0.14
C 0.251 -0.318 -0.618 0.08
C -1.156 -0.888 3.787 -0.19
C 2.482 -0.071 -1.517 -0.12
C 2.945 2.150 3.285 0.00
C -3.912 -0.262 3.487 -0.14
C 1.621 -0.539 -0.525 0.05
C -1.597 0.529 3.848 -0.19
C 6.001 -0.891 -0.506 0.04
H 0.087 -0.456 2.096 0.10
H 1.150 3.228 2.820 0.12
H -2.967 2.694 2.903 0.12
H -0.423 -0.695 0.144 0.12
H 8.860 1.139 -2.618 0.10
H -3.679 -0.816 2.557 0.13
H 8.753 -0.428 -3.505 0.10
H -5.209 2.514 2.554 0.11
H 0.844 -2.815 1.807 0.10
H 4.206 0.835 -3.483 0.12
H 0.079 -4.569 3.417 0.11
H -3.967 -1.013 4.289 0.11
H -2.307 -1.608 5.480 0.12
H 4.059 -1.204 0.330 0.11
H -1.470 -3.935 5.281 0.11
H 2.050 -1.070 0.323 0.11
H 0.709 -0.098 5.557 0.12
H 1.047 1.666 -4.622 0.14
H 3.181 -0.438 5.506 0.12
H -5.925 0.155 4.149 0.11
H -1.092 2.617 3.797 0.10
H -3.225 2.658 4.660 0.13
H 9.950 -0.220 -2.183 0.10
H -1.382 2.065 -5.109 0.12
H -3.105 1.229 -3.517 0.12
H -2.412 0.048 -1.418 0.13
H 6.537 -1.362 0.317 0.14
H 3.608 2.756 2.674 0.12
H 6.619 0.690 -3.491 0.12
H -5.485 2.434 4.317 0.11
H -5.701 0.250 2.383 0.11
```

* total charge: +1
* HOMO energy: -9.49 eV
* energy relative to the best compared isomer or geometry (same formula, charge and spin): 0.0 kJ/mol
* LUMO level: -4.80 eV
* calculated total energy: -46921.37541 eV

---

Density functional theory data (ωB97M-V/def2-TZVPD) for C34H31N6O6PtS as an isolated structure.

Geometry as XYZ:
```
79
Properties=species:S:1:pos:R:3:lowdin_charge:R:1
Pt -0.091 -0.398 0.344 1.60
S -0.062 -2.375 -1.443 0.44
O 0.900 -1.118 -1.208 -0.43
O 0.680 -3.575 -1.562 -0.22
O 0.069 -2.572 2.781 0.10
O -1.028 -2.076 -2.459 -0.28
O 3.263 -0.529 0.209 0.05
O -0.746 -2.243 -0.024 -0.41
N 3.279 -2.439 1.478 0.19
N -1.839 0.570 -0.466 -0.21
N 1.380 -1.270 1.390 0.01
N 0.781 1.581 -2.309 0.11
N -1.253 -0.147 2.011 -0.04
N 0.519 1.545 0.595 -0.04
C -0.812 -0.078 3.266 -0.08
C 4.552 -3.983 5.390 -0.06
C 0.286 0.465 -4.361 -0.01
C 2.402 -3.175 2.371 -0.26
C 2.956 -3.138 3.791 -0.15
C 2.072 1.329 -2.515 -0.13
C 1.763 1.935 0.905 -0.07
C 3.952 -4.045 4.142 -0.02
C 2.568 -2.173 4.712 -0.02
C 2.548 0.657 -3.628 -0.04
C 1.633 0.218 -4.570 -0.04
C 4.157 -3.017 6.305 -0.08
C 3.163 -2.114 5.964 -0.07
C -1.537 1.466 -2.923 -0.10
C 2.721 -1.344 0.925 -0.53
C 2.439 -5.007 0.614 -0.03
C -0.181 3.809 0.530 0.01
C -0.095 1.142 -3.213 -0.30
C 1.085 -6.731 2.314 -0.06
C 1.115 -2.342 2.228 -0.43
C 2.116 -6.291 0.191 -0.06
C -2.900 -0.203 0.260 -0.10
C -3.048 -0.258 4.062 0.00
C -1.814 1.976 0.052 -0.08
C -3.494 -0.302 2.747 0.02
C 1.443 -7.153 1.038 -0.07
C -0.440 2.459 0.398 -0.24
C 2.096 -4.590 1.891 -0.16
C 2.082 3.270 1.049 -0.01
C 1.097 4.223 0.863 -0.01
C -1.694 -0.123 4.326 0.00
C 1.409 -5.456 2.739 -0.03
C -2.255 0.569 -1.921 -0.14
C -2.564 -0.239 1.731 -0.23
H -2.919 -1.209 -0.161 0.14
H -0.459 0.126 -5.069 0.12
H 2.500 1.148 0.986 0.09
H -2.130 1.335 -3.831 0.13
H -2.448 2.049 0.937 0.14
H 4.247 -4.815 3.439 0.13
H -3.873 0.270 0.108 0.14
H 0.258 0.010 3.393 0.12
H 2.939 -4.333 -0.068 0.11
H -0.975 4.523 0.359 0.13
H 3.098 3.544 1.291 0.12
H 0.553 -7.400 2.978 0.11
H -1.318 -0.071 5.337 0.13
H 1.782 -1.469 4.466 0.10
H -3.759 -0.314 4.875 0.13
H 4.257 -2.641 1.355 0.18
H -1.609 2.527 -2.669 0.12
H 3.607 0.480 -3.746 0.11
H 5.323 -4.696 5.650 0.11
H 2.381 -6.604 -0.810 0.11
H -4.546 -0.379 2.511 0.13
H 2.847 -1.363 6.676 0.10
H 4.620 -2.973 7.282 0.11
H 2.760 1.665 -1.747 0.10
H -2.248 2.638 -0.694 0.13
H 1.191 -8.152 0.707 0.11
H 1.320 5.277 0.964 0.13
H -3.308 0.870 -1.909 0.13
H 1.963 -0.311 -5.454 0.12
H -2.192 -0.465 -2.244 0.10
H 1.131 -5.127 3.732 0.13
```

* total charge: +1
* HOMO energy: -10.88 eV
* energy relative to the best compared isomer or geometry (same formula, charge and spin): 0.0 kJ/mol
* LUMO level: -3.32 eV
* calculated total energy: -71065.03763 eV

---

Density functional theory data (ωB97M-V/def2-TZVPD) for C34H32As2BeNO13S3 as an isolated structure.

Geometry as XYZ:
```
86
Properties=species:S:1:pos:R:3:nbo_charge:R:1
As 0.594 -0.953 -0.869 0.88
As 0.517 -3.876 -3.574 1.04
S 2.214 2.812 2.191 0.45
S -3.060 1.890 1.859 0.44
S -0.662 -1.017 3.424 0.48
O 2.341 1.231 -0.852 -0.55
O 0.401 0.492 -3.419 -0.53
O -2.674 -4.492 -1.142 -0.50
O 3.648 2.988 -1.086 -0.63
O 3.697 -3.042 -1.339 -0.50
O 1.929 -4.395 -0.949 -0.61
O -2.009 -4.969 -3.226 -0.58
O -2.419 -1.401 0.026 -0.58
O -1.655 -3.149 1.120 -0.49
O -3.372 2.942 -1.479 -0.61
O -1.993 1.248 -1.010 -0.69
O -0.332 1.089 1.222 -1.10
O 1.760 -0.682 -4.768 -0.56
N 0.074 2.683 -0.979 -0.49
C -0.648 -2.521 -1.035 -0.37
C -0.427 -2.743 -4.855 -0.97
C 2.446 -3.471 -1.526 0.74
C -0.709 -3.431 -2.008 -0.36
C -0.718 -4.228 1.248 -0.27
C 0.092 5.437 -1.050 -0.13
C 1.500 -1.386 -2.503 -0.44
C 0.523 2.850 2.550 -0.22
C -1.862 -4.376 -2.182 0.75
C 1.230 -0.540 -3.700 0.76
C 1.822 -2.680 -2.629 -0.27
C -1.742 1.930 2.949 -0.23
C -1.055 3.380 -1.103 0.06
C 0.195 0.479 3.425 -0.25
C 2.366 4.508 2.366 -0.44
C -1.114 4.755 -1.148 -0.16
C 0.125 4.129 2.803 -0.26
C 1.272 4.717 -0.967 -0.18
C 0.426 -1.713 4.543 -0.42
C 0.172 1.382 -4.519 -0.26
C -1.676 -2.349 0.059 0.78
C -3.551 2.555 4.262 -0.23
C -2.209 2.441 -1.185 0.83
C 1.734 -1.459 0.627 -0.95
C 1.180 5.083 2.695 -0.26
C -2.156 2.285 4.196 -0.26
C 1.275 0.419 4.254 -0.26
C 1.232 3.327 -0.954 0.11
C 2.449 2.420 -0.936 0.79
C -0.326 1.580 2.509 0.26
C -3.808 -5.359 -1.325 -0.26
C 4.512 -3.765 -0.398 -0.27
C -4.168 2.389 3.061 -0.43
C 1.408 -0.844 4.900 -0.26
Be -0.483 1.015 -0.232 1.65
H 3.934 -4.536 0.103 0.22
H 1.056 6.141 2.877 0.23
H 1.686 -0.643 1.346 0.27
H -4.043 2.234 -1.463 0.53
H 3.331 4.978 2.254 0.24
H -4.361 -5.075 -2.217 0.20
H -1.271 -3.357 -5.166 0.26
H 3.601 3.944 -1.207 0.49
H 0.216 -2.536 -5.707 0.25
H 2.195 -1.078 5.602 0.23
H 1.951 1.242 4.435 0.23
H -4.070 2.842 5.165 0.23
H -3.470 -6.389 -1.420 0.20
H 0.275 -2.723 4.887 0.24
H -2.062 5.266 -1.236 0.26
H 0.037 -4.222 0.466 0.22
H 5.337 -4.207 -0.950 0.21
H -4.413 -5.230 -0.434 0.21
H -5.213 2.498 2.824 0.24
H 0.111 6.518 -1.048 0.25
H -0.555 2.108 -4.163 0.18
H -0.243 -4.115 2.222 0.19
H 1.100 1.873 -4.806 0.20
H 2.751 -1.576 0.267 0.25
H 2.208 5.255 -0.905 0.23
H -0.890 4.386 3.065 0.24
H -0.220 0.840 -5.377 0.21
H 4.891 -3.040 0.319 0.20
H -0.801 -1.814 -4.431 0.21
H -1.270 -5.165 1.215 0.20
H 1.384 -2.376 1.098 0.25
H -1.487 2.344 5.044 0.24
```

* total charge: +1
* HOMO energy: -10.60 eV
* LUMO level: -4.01 eV
* calculated total energy: -218464.44708 eV

---

Density functional theory data (ωB97M-V/def2-TZVPD) for C34H32BrMnN3O3SSi as an isolated structure.

Geometry as XYZ:
```
76
Properties=species:S:1:pos:R:3:lowdin_spin:R:1
Br 3.125 -2.274 1.886 0.00
Mn 0.425 0.095 0.247 1.01
S 0.601 3.612 1.341 0.00
Si 0.860 -1.817 -1.056 -0.01
O 0.622 2.541 -2.934 0.00
O -3.678 0.813 -0.488 -0.01
O 1.109 1.195 -1.205 0.03
N -1.351 0.831 -0.482 -0.01
N 1.224 -0.301 2.231 0.00
N -1.119 -1.030 1.231 -0.01
C 3.273 -3.229 -2.010 0.00
C -1.193 1.657 -1.664 0.00
C 5.449 -2.213 -2.233 0.00
C -1.176 -1.387 -5.315 0.00
C 2.718 -2.034 -1.538 0.00
C -1.810 4.960 1.458 0.00
C -0.782 1.105 5.124 0.00
C -1.931 -1.690 -4.187 0.00
C -1.858 5.091 4.228 0.00
C 0.025 -4.615 -1.520 0.00
C -0.161 -5.259 1.170 0.00
C -2.911 5.650 3.508 0.00
C -2.547 0.529 -0.042 0.00
C 0.165 0.239 4.334 0.00
C 4.622 -3.326 -2.345 0.00
C -2.415 -0.310 1.229 0.00
C -2.866 5.578 2.117 0.00
C -0.798 4.475 3.572 0.00
C 0.859 -0.781 4.952 0.00
C -0.454 -6.225 0.215 0.00
C 0.222 -3.981 0.771 0.00
C -0.358 -5.897 -1.134 0.00
C -1.306 -1.833 -2.954 0.00
C 0.337 -3.623 -0.580 -0.01
C 1.878 -1.238 2.864 0.00
C -0.733 4.377 2.161 0.00
C 3.570 -0.925 -1.438 0.00
C 0.081 -1.695 -2.807 0.00
C 0.198 -1.223 -5.192 0.00
C 4.916 -1.008 -1.785 0.00
C 0.815 -1.372 -3.952 0.00
C 0.288 1.847 -1.981 0.00
C 0.418 0.466 2.984 0.00
C 1.753 -1.521 4.216 0.00
H -1.915 -2.049 -2.078 0.00
H -1.233 0.530 5.936 0.00
H -0.759 -7.220 0.517 0.00
H -1.858 5.141 5.316 0.00
H -3.288 -0.956 1.307 0.00
H -2.425 0.377 2.081 0.00
H -3.745 6.123 4.014 0.00
H -1.572 1.513 4.499 0.00
H -3.008 -1.793 -4.267 0.00
H 5.550 -0.131 -1.702 0.00
H -0.239 -5.499 2.227 0.00
H -0.951 -1.478 2.122 0.00
H -0.032 1.313 2.464 0.00
H 0.721 -0.972 6.012 0.00
H -1.658 -1.266 -6.280 0.00
H -0.249 1.944 5.569 0.00
H 3.164 0.021 -1.095 0.00
H -1.800 4.909 0.376 0.00
H 1.887 -1.226 -3.874 0.00
H 0.032 4.067 4.131 0.00
H -1.121 -1.757 0.529 0.00
H -0.588 -6.643 -1.888 0.00
H 0.077 -4.375 -2.579 0.00
H 6.500 -2.283 -2.498 0.00
H 0.791 -0.963 -6.063 0.00
H 5.029 -4.271 -2.696 0.00
H 2.638 -4.108 -2.106 0.00
H 2.354 -2.300 4.660 0.00
H 0.434 -3.231 1.530 0.00
H -1.661 1.196 -2.539 0.00
H -1.654 2.637 -1.538 0.00
H -3.672 6.015 1.536 0.00
```

* total charge: -2
* HOMO energy (spin up / spin down): -1.18 / -1.18 eV
* energy relative to the best compared isomer or geometry (same formula, charge and spin): 100.7 kJ/mol
* LUMO level (spin up / spin down): 3.90 / 3.90 eV
* <S²>: 1.016
* multiplicity: 2
* calculated total energy: -166467.83820 eV